Record 1
12
Properties=species:S:1:pos:R:3:mulliken_charge:R:1 method="wB97M-V/def2-TZVPD" spin_multiplicity=1 gap_ev=7.57 lumo_ev=-1.31
C -1.02 1.00 -0.31 0.180
C 1.30 -1.38 0.36 0.049
C 2.54 -0.62 0.20 -0.123
H -4.43 0.66 -0.03 0.165
H -0.81 1.99 -0.69 0.336
H 1.34 -2.46 0.60 0.381
H 2.45 0.44 0.40 0.311
N -2.15 0.47 -0.11 -0.339
N 0.11 -0.89 0.34 -0.488
O 0.18 0.39 -0.17 -0.096
S -3.47 1.57 -0.39 -0.164
S 3.97 -1.17 -0.21 -0.213

***

Record 2
86
Properties=species:S:1:pos:R:3:mulliken_charge:R:1 method="wB97M-V/def2-TZVPD" spin_multiplicity=1 gap_ev=6.46 total_charge=-1 lumo_ev=2.47
Ca 0.78 -0.85 0.87 0.409
C -2.14 0.10 3.15 -1.252
O -1.88 -0.57 1.92 0.665
C -2.47 -1.85 1.91 -0.692
C -2.14 -2.48 0.59 -0.366
O -0.76 -2.82 0.52 0.965
C -0.49 -4.18 0.82 -1.309
H -3.22 0.25 3.27 0.346
H -1.64 1.06 3.12 0.222
H -1.75 -0.48 3.99 0.357
H -3.55 -1.77 2.04 0.469
H -2.06 -2.45 2.74 0.307
H -2.31 -1.77 -0.22 -0.519
H -2.75 -3.37 0.40 0.470
H -1.00 -4.83 0.10 0.275
H -0.81 -4.43 1.84 0.366
H 0.59 -4.32 0.74 0.306
O 2.97 -0.55 0.94 -0.836
N 3.77 -0.63 -0.10 0.273
C 4.77 0.28 -0.18 -0.201
C 5.64 0.29 -1.23 -0.780
C 5.48 -0.68 -2.23 -0.262
C 4.47 -1.59 -2.13 -0.799
C 3.57 -1.60 -1.04 0.519
S 2.26 -2.70 -0.90 -0.457
H 4.77 0.97 0.65 0.432
H 6.42 1.04 -1.27 0.394
H 6.15 -0.69 -3.08 0.363
H 4.31 -2.35 -2.89 0.373
I 1.11 2.11 2.28 0.183
C 1.09 1.36 4.24 0.158
C 1.16 2.28 5.25 -0.615
C 1.15 1.84 6.59 -0.569
C 1.08 0.51 6.86 -0.827
C 0.99 -0.45 5.82 1.047
C 0.91 -1.83 6.13 -0.850
C 0.84 -2.74 5.13 -1.144
C 0.84 -2.31 3.78 -0.422
C 0.91 -0.99 3.37 0.010
C 1.00 -0.05 4.45 0.277
H 1.22 3.33 5.02 0.370
H 1.22 2.57 7.39 0.371
H 1.08 0.16 7.89 0.337
H 0.90 -2.13 7.17 0.308
H 0.79 -3.80 5.36 0.396
H 0.79 -3.11 3.03 0.280
C 0.20 2.81 -4.23 -1.079
Si 0.54 2.40 -2.41 0.167
C 0.21 3.99 -1.45 -0.924
C 2.40 2.08 -2.27 -0.646
Ge -0.61 0.54 -1.47 0.913
Si -2.78 1.50 -1.32 0.299
C -2.93 2.54 0.25 -0.684
C -4.13 0.18 -1.19 -1.023
C -3.29 2.65 -2.74 -1.074
Si -0.77 -0.81 -3.42 0.051
C 0.93 -1.07 -4.19 -0.709
C -1.93 -0.20 -4.78 -1.090
C -1.41 -2.53 -2.96 -0.848
H 0.82 3.68 -4.50 0.379
H -0.84 3.06 -4.41 0.252
H 0.47 1.99 -4.89 0.280
H 0.85 4.79 -1.84 0.360
H 0.42 3.87 -0.39 0.105
H -0.83 4.31 -1.55 0.208
H 2.98 2.90 -2.71 0.453
H 2.69 1.15 -2.77 0.087
H 2.69 1.99 -1.22 0.015
H -2.66 1.95 1.12 -0.161
H -3.96 2.89 0.37 0.339
H -2.28 3.41 0.22 0.259
H -4.08 -0.32 -0.22 0.089
H -4.06 -0.57 -1.98 0.215
H -5.12 0.66 -1.27 0.489
H -2.63 3.52 -2.79 0.233
H -4.31 3.01 -2.54 0.395
H -3.28 2.16 -3.71 0.251
H 1.36 -0.14 -4.55 0.198
H 0.84 -1.76 -5.04 0.423
H 1.61 -1.51 -3.46 -0.109
H -1.69 0.81 -5.12 0.275
H -2.97 -0.21 -4.45 0.254
H -1.85 -0.88 -5.63 0.363
H -0.76 -2.98 -2.21 -0.080
H -1.43 -3.18 -3.84 0.497
H -2.42 -2.49 -2.55 0.225

***

Record 3
118
Properties=species:S:1:pos:R:3:mulliken_charge:R:1 method="wB97M-V/def2-TZVPD" spin_multiplicity=1 gap_ev=6.32 total_charge=+1 lumo_ev=-4.48
O -2.99 7.11 -1.36 -0.492
C -2.14 6.46 -0.82 0.328
O -1.11 7.00 -0.15 -0.279
C -2.19 4.96 -0.83 0.014
C -1.64 4.22 -1.86 -0.578
C -1.75 2.86 -1.85 -0.041
N -2.40 2.24 -0.85 0.382
C -2.47 0.76 -0.84 -1.587
C -1.39 0.20 0.06 -0.151
C -1.35 -1.33 -0.01 -0.951
S 0.27 -2.13 -0.02 -0.174
C 0.90 -1.82 1.61 0.581
S 0.93 -0.34 2.29 -0.347
N 1.40 -2.93 2.23 0.076
C 1.24 -4.28 1.90 -0.123
C 1.88 -4.97 2.88 -0.742
N 2.45 -4.09 3.80 -0.577
C 2.16 -2.91 3.40 -0.124
C -2.95 2.93 0.15 -0.209
C -2.86 4.29 0.19 -0.562
H -0.47 6.33 0.13 0.327
H -1.14 4.71 -2.68 0.564
H -1.33 2.25 -2.63 0.488
H -2.40 0.41 -1.86 0.385
H -3.46 0.49 -0.47 0.390
H -0.41 0.61 -0.20 0.497
H -1.56 0.51 1.09 0.461
H -1.75 -1.64 -0.97 0.500
H -1.99 -1.79 0.73 0.401
H 0.70 -4.62 1.04 0.481
H 1.98 -6.03 3.01 0.486
H 2.47 -2.02 3.91 0.370
H -3.46 2.37 0.91 0.504
H -3.33 4.82 1.00 0.655
C -6.54 -3.13 -0.09 -1.361
C -5.17 -3.30 0.54 0.340
C -5.26 -3.79 1.98 -1.251
O -4.44 -2.06 0.48 -0.395
H -7.13 -2.40 0.46 0.361
H -6.45 -2.79 -1.12 0.325
H -7.08 -4.08 -0.09 0.403
H -4.57 -4.00 -0.05 0.245
H -5.81 -3.07 2.59 0.335
H -4.26 -3.90 2.41 0.319
H -5.77 -4.74 2.03 0.383
H -4.94 -1.41 0.99 0.285
C -6.71 5.48 -2.40 -1.043
C -6.95 4.46 -1.31 0.372
C -6.61 5.00 0.07 -0.904
O -6.18 3.27 -1.57 -0.529
H -5.66 5.79 -2.42 0.130
H -6.96 5.07 -3.38 0.321
H -7.32 6.38 -2.25 0.383
H -7.99 4.13 -1.33 0.337
H -5.55 5.27 0.10 -0.020
H -6.80 4.25 0.84 0.287
H -7.19 5.89 0.30 0.435
H -5.26 3.56 -1.60 0.258
C 4.86 -9.11 1.29 -1.057
C 4.02 -8.06 0.60 0.359
C 4.69 -7.47 -0.63 -1.170
O 3.70 -7.00 1.51 -0.357
H 5.80 -8.67 1.63 -0.071
H 4.35 -9.51 2.17 0.343
H 5.10 -9.94 0.62 0.414
H 3.06 -8.49 0.31 0.254
H 5.64 -6.98 -0.38 0.366
H 4.03 -6.72 -1.04 0.218
H 4.89 -8.23 -1.39 0.399
H 4.53 -6.62 1.81 0.296
C 8.39 -8.45 4.03 -1.242
C 8.58 -7.68 2.73 0.475
C 9.95 -7.03 2.65 -1.409
O 7.55 -6.70 2.58 -0.490
H 8.47 -7.78 4.88 0.343
H 7.40 -8.91 4.06 0.293
H 9.14 -9.23 4.14 0.385
H 8.45 -8.36 1.89 0.269
H 10.07 -6.32 3.47 0.357
H 10.06 -6.49 1.71 0.339
H 10.74 -7.77 2.73 0.379
H 7.62 -6.08 3.30 0.317
C 0.84 -6.64 -2.05 -1.073
C 1.43 -7.30 -3.28 0.502
C 0.78 -6.84 -4.57 -1.436
O 1.34 -8.72 -3.16 -0.554
H -0.23 -6.88 -1.96 0.468
H 1.33 -6.99 -1.14 0.149
H 0.95 -5.55 -2.09 0.292
H 2.50 -7.09 -3.32 0.260
H -0.29 -7.09 -4.57 0.363
H 1.24 -7.33 -5.42 0.348
H 0.88 -5.76 -4.70 0.341
H 0.40 -8.96 -3.12 0.345
C -1.13 10.80 -3.69 -1.172
C -2.37 11.07 -2.86 0.375
C -2.07 11.01 -1.37 -0.885
O -3.41 10.15 -3.20 -0.525
H -0.74 9.80 -3.48 0.231
H -1.36 10.85 -4.75 0.314
H -0.34 11.52 -3.47 0.368
H -2.77 12.05 -3.11 0.296
H -1.72 10.01 -1.09 0.003
H -2.98 11.21 -0.79 0.307
H -1.31 11.74 -1.09 0.385
H -3.10 9.27 -2.98 0.308
C 3.32 8.20 2.39 -1.338
C 2.41 7.77 1.26 0.368
C 1.64 8.93 0.65 -1.075
O 1.48 6.77 1.71 -0.540
H 2.74 8.66 3.20 0.363
H 3.85 7.35 2.80 0.333
H 4.05 8.93 2.05 0.374
H 3.00 7.28 0.48 0.245
H 1.00 9.40 1.40 0.323
H 1.00 8.58 -0.16 0.185
H 2.31 9.70 0.25 0.420
H 0.96 7.16 2.41 0.351

***

Record 4
27
Properties=species:S:1:pos:R:3:mulliken_charge:R:1 method="wB97M-V/def2-TZVPD" spin_multiplicity=1 gap_ev=2.77 total_charge=+2 lumo_ev=-12.14
C 1.71 1.73 1.72 0.167
C 2.30 1.00 0.96 -0.447
C 2.87 0.34 -0.22 -0.931
C 1.76 -0.39 -1.00 -0.444
C 0.47 0.46 -1.11 -0.823
B -0.76 0.07 -0.28 0.305
C -1.97 1.01 -0.03 -0.463
C -1.84 2.44 -0.53 -0.297
O -1.76 3.33 0.25 -0.418
I -1.78 2.88 -2.61 0.141
P -0.82 -1.75 0.47 1.024
N -2.21 -2.07 1.28 -0.699
O 0.38 -2.04 1.45 -0.440
O -0.73 -2.80 -0.69 -0.548
H 1.14 2.36 2.36 0.419
H 3.64 -0.35 0.11 0.407
H 3.35 1.06 -0.88 0.324
H 1.65 -1.38 -0.55 0.231
H 2.14 -0.56 -2.01 0.379
H 0.73 1.51 -0.92 0.556
H 0.15 0.43 -2.16 0.399
H -2.84 0.56 -0.55 0.557
H -2.26 1.02 1.03 0.501
H -2.86 -1.29 1.30 0.237
H 0.62 -1.26 1.98 0.368
H -0.60 -2.39 -1.57 0.419
Hg -2.49 -3.90 2.18 1.079

***

Record 5
18
Properties=species:S:1:pos:R:3:mulliken_charge:R:1 method="wB97M-V/def2-TZVPD" spin_multiplicity=1 gap_ev=10.67 total_charge=+1 lumo_ev=-3.24
O 1.17 1.35 1.65 -0.492
C 1.02 -0.03 1.63 -0.471
C -0.52 -0.33 1.59 -0.639
N -1.27 0.49 0.56 -0.114
C -2.24 -0.27 -0.29 -0.931
H 2.09 1.51 1.85 0.329
H 1.30 -0.56 2.59 0.338
H 1.55 -0.46 0.81 0.417
H -0.75 -1.34 1.26 0.355
H -0.97 -0.05 2.55 0.350
H -1.56 1.39 0.99 0.378
H -0.45 0.59 0.00 0.344
H -3.17 -0.53 0.04 0.399
H -2.27 0.35 -1.16 0.380
H -1.87 -1.25 -0.65 0.357
H 2.74 0.12 -5.12 0.331
H 2.50 -0.97 -4.13 0.320
O 2.71 -0.03 -4.16 -0.650

***

Record 6
33
Properties=species:S:1:pos:R:3:mulliken_charge:R:1 method="wB97M-V/def2-TZVPD" spin_multiplicity=1 gap_ev=7.43 lumo_ev=-0.22 smiles="CC(=O)CC1=C(NCc2ccccc2)[C@H](Br)C(=O)O1"
O 1.53 1.27 -2.17 -0.592
O 0.93 -4.91 -0.90 -0.561
Br 2.60 -2.81 1.32 -0.098
O 0.12 -2.96 -1.95 -0.420
C 1.08 0.42 -2.88 0.918
C 0.74 -3.69 -0.89 0.249
C 0.23 -1.63 -1.70 -0.190
C 0.55 -1.38 -0.38 0.703
C -2.59 2.81 3.02 -0.458
C -2.96 1.52 2.46 -0.547
C -1.20 3.14 3.00 -0.358
C -1.97 0.59 2.02 -0.349
C -0.21 2.27 2.54 -0.374
C -0.59 0.98 2.03 0.418
N 0.59 -0.14 0.18 -0.006
C 1.93 0.15 -4.07 -1.228
C -0.12 -0.46 -2.67 -0.998
C 0.88 -2.77 0.26 0.190
C 0.52 0.02 1.59 -1.084
H -3.38 3.52 3.35 0.348
H -3.97 1.19 2.63 0.346
H -0.97 4.22 3.19 0.285
H -2.20 -0.45 1.82 0.385
H 0.92 2.57 2.68 0.191
H 0.63 0.67 -0.36 0.226
H 2.61 0.95 -4.29 0.365
H 2.50 -0.79 -3.93 0.259
H 1.38 0.10 -5.04 0.328
H -0.49 -0.83 -3.64 0.360
H -1.03 0.15 -2.27 0.329
H 0.10 -3.08 0.99 0.339
H 1.50 0.25 1.89 0.588
H 0.32 -0.89 2.16 0.439

***

Record 7
76
Properties=species:S:1:pos:R:3:lowdin_spin:R:1 method="wB97M-V/def2-TZVPD" spin_multiplicity=4 s_squared=4.222 gap_ev="4.57 / 2.75" total_charge=-1 lumo_ev="2.54 / 2.54"
Cr 0.12 0.27 0.24 3.170
N 0.27 -3.51 2.36 -0.004
N 0.07 -1.98 -0.84 -0.054
C 0.64 2.23 -0.44 0.028
C 1.81 1.46 -0.08 0.037
C 1.71 1.14 1.33 0.030
C 2.76 0.51 2.17 0.006
H 3.62 0.21 1.56 0.000
H 2.35 -0.37 2.67 0.000
H 3.11 1.20 2.95 0.001
C 0.45 1.66 1.81 0.053
C 0.01 1.73 3.23 0.017
H 0.50 2.55 3.77 0.003
H 0.25 0.78 3.73 0.001
H -1.08 1.88 3.29 0.002
C -0.23 2.29 0.71 0.048
C -1.49 3.08 0.81 0.018
H -2.18 2.60 1.52 0.002
H -2.00 3.15 -0.16 0.000
H -1.31 4.10 1.17 0.003
C 3.01 1.24 -0.93 0.007
H 3.82 1.94 -0.68 0.002
H 2.78 1.36 -1.99 -0.001
H 3.41 0.22 -0.79 0.001
C 0.48 3.01 -1.69 0.004
H -0.56 3.27 -1.87 0.000
H 0.82 2.43 -2.56 0.000
H 1.06 3.94 -1.67 0.000
C -0.36 -4.34 3.18 0.000
H 0.24 -4.85 3.94 0.000
C -1.74 -4.58 3.11 -0.004
H -2.20 -5.28 3.80 0.000
C -2.49 -3.92 2.12 0.000
H -3.54 -4.13 1.99 0.000
C -1.84 -3.00 1.30 0.000
H -2.33 -2.43 0.51 0.000
C -0.44 -2.84 1.45 0.003
C 0.37 -1.96 0.60 0.003
H 1.44 -2.09 0.83 0.003
C -0.31 -0.75 -1.35 -0.159
C 0.31 -2.88 -1.87 0.014
H 0.57 -3.91 -1.69 0.002
C 0.11 -2.22 -3.02 -0.027
H 0.19 -2.55 -4.04 -0.006
N -0.26 -0.91 -2.70 -0.066
C -0.48 0.16 -3.61 -0.029
C 0.50 0.49 -4.56 -0.020
C 0.27 1.59 -5.39 -0.001
H 1.01 1.85 -6.14 0.000
C -0.89 2.36 -5.27 -0.033
C -1.13 3.52 -6.19 -0.006
H -1.69 4.31 -5.68 -0.001
H -1.73 3.21 -7.06 -0.003
H -0.19 3.92 -6.56 -0.001
C -1.83 2.03 -4.29 0.000
H -2.74 2.63 -4.19 0.000
C -1.63 0.95 -3.43 -0.023
C -2.64 0.64 -2.37 -0.010
H -2.92 -0.42 -2.34 -0.003
H -3.55 1.23 -2.57 -0.001
H -2.28 0.92 -1.36 0.003
C 1.79 -0.26 -4.65 -0.008
H 1.65 -1.28 -5.04 -0.003
H 2.32 -0.33 -3.69 -0.001
H 2.45 0.27 -5.35 0.000
C -1.46 -1.18 5.76 0.000
N -0.12 -1.66 6.05 0.000
C 0.86 -1.68 5.11 0.000
N 2.04 -2.27 5.56 0.000
O 0.73 -1.29 3.94 0.001
H -1.55 -1.00 4.68 0.000
H -1.67 -0.26 6.30 0.000
H -2.20 -1.93 6.05 0.000
H 0.10 -2.01 6.97 0.000
H 2.82 -2.10 4.94 0.000
H 2.24 -2.17 6.55 0.000

***

Record 8
64
Properties=species:S:1:pos:R:3:mulliken_charge:R:1 method="wB97M-V/def2-TZVPD" spin_multiplicity=1 gap_ev=6.72 total_charge=-1 lumo_ev=2.48
Pd 1.73 0.74 -0.21 0.492
O -1.60 5.48 1.27 -0.549
C -0.81 4.41 0.95 0.959
C 0.34 4.12 1.68 -0.455
C 1.08 3.02 1.30 -0.419
N 0.66 2.28 0.29 0.093
C -0.41 2.55 -0.45 0.201
C -1.19 3.63 -0.14 -0.614
C -0.58 1.57 -1.62 0.561
O -1.44 1.78 -2.46 -0.747
O 0.23 0.55 -1.59 -0.606
C 2.38 2.52 1.91 0.566
O 2.87 3.16 2.82 -0.725
O 2.83 1.42 1.40 -0.598
H -1.23 5.92 2.04 0.296
H 0.67 4.72 2.51 0.439
H -2.06 3.88 -0.73 0.606
O -1.27 0.48 1.65 -0.815
As -1.36 -1.01 0.96 1.074
C -2.05 -2.31 2.22 0.183
C -2.95 -1.85 3.18 -0.444
C -3.51 -2.74 4.08 -0.603
C -3.17 -4.09 4.03 -0.393
C -2.27 -4.54 3.08 -0.749
C -1.70 -3.65 2.18 -0.209
C 0.25 -1.87 0.38 0.714
C 0.34 -2.51 -0.85 -0.100
C 1.46 -3.29 -1.13 -0.793
C 2.46 -3.43 -0.19 -0.573
C 2.38 -2.77 1.03 -0.770
C 1.27 -1.99 1.31 -0.166
C -2.68 -1.06 -0.43 0.431
C -3.33 0.13 -0.73 -0.561
C -4.34 0.14 -1.69 -0.589
C -4.69 -1.03 -2.34 -0.469
C -4.05 -2.22 -2.02 -0.743
C -3.05 -2.24 -1.07 -0.214
H -3.19 -0.79 3.22 0.401
H -4.21 -2.38 4.83 0.372
H -3.61 -4.78 4.74 0.361
H -2.00 -5.59 3.05 0.385
H -0.98 -4.00 1.45 0.351
H -0.42 -2.37 -1.61 0.507
H 1.55 -3.76 -2.10 0.322
H 3.34 -4.02 -0.42 0.335
H 3.19 -2.84 1.74 0.340
H 1.20 -1.46 2.26 0.365
H -3.04 1.04 -0.21 0.505
H -4.83 1.07 -1.94 0.382
H -5.47 -1.02 -3.09 0.367
H -4.34 -3.14 -2.53 0.388
H -2.56 -3.17 -0.81 0.421
Se 3.60 -0.56 -1.29 -0.339
C 4.14 1.11 -2.06 0.132
C 3.28 1.82 -2.91 -0.208
C 3.67 3.03 -3.46 -0.606
C 4.93 3.55 -3.19 -0.428
C 5.79 2.85 -2.36 -0.410
C 5.40 1.65 -1.80 -0.475
H 2.30 1.41 -3.13 0.413
H 2.99 3.56 -4.11 0.380
H 5.23 4.50 -3.62 0.352
H 6.77 3.25 -2.13 0.334
H 6.06 1.12 -1.13 0.340